No. 1
{"formula": "C3H7NOS", "method": "wB97M-V/def2-TZVPD", "elements": ["C", "C", "C", "N", "O", "S", "H", "H", "H", "H", "H", "H", "H"], "coordinates": [[1.2670, 1.0532, 0.4925], [0.9514, 0.5559, -0.6871], [-1.5584, -0.3772, -0.6141], [-0.5291, -2.3248, -0.0695], [-1.2662, -1.2639, 0.2590], [-2.5730, 0.9525, -0.1471], [1.1415, 2.0979, 0.7233], [1.6583, 0.4338, 1.2834], [0.5868, 1.1849, -1.4819], [-1.3235, -0.4693, -1.6626], [-0.4026, -2.8443, 0.8027], [1.1061, -0.4855, -0.9237], [-2.6750, 0.5926, 1.1349]], "forces_ev_per_a": [[0.10, 0.09, 0.25], [0.43, 0.04, -0.22], [-1.26, 3.49, -4.18], [0.86, -0.67, -1.71], [0.02, -2.67, 5.54], [0.20, -0.40, -0.07], [-0.07, 0.20, 0.02], [0.07, -0.14, 0.12], [-0.07, 0.13, -0.14], [0.01, -0.32, 0.06], [-0.33, 0.35, 0.23], [0.03, -0.09, -0.03], [0.01, 0.00, 0.13]], "lowdin_spin": [0.043, 0.009, 0.588, 0.751, 0.345, 0.189, 0.005, 0.004, 0.002, 0.026, 0.023, 0.004, 0.012], "e_lumo_ev": [0.793, -0.910], "multiplicity": 3, "charge": 0, "orbital_gap_ev": [7.06, 8.76], "s_squared": 2.01, "relative_energy_ev": 2.8510}



No. 2
{"formula": "C3H7NOS", "method": "wB97M-V/def2-TZVPD", "elements": ["C", "C", "C", "N", "O", "S", "H", "H", "H", "H", "H", "H", "H"], "coordinates": [[0.7425, -0.0495, -1.6430], [0.0821, 0.3030, -0.3485], [0.4492, 1.4258, 0.4881], [-0.3775, -1.5417, 1.6908], [-1.5008, -1.8189, -0.6099], [-0.9117, -0.9294, 0.3612], [0.5265, -1.0725, -1.7993], [1.0661, 0.6018, -2.4233], [1.2175, 2.0545, 0.1445], [-0.5338, 1.9816, 0.5323], [0.7037, 1.1700, 1.4707], [0.3042, -2.1481, 1.2755], [-1.7679, 0.0235, 0.8608]], "forces_ev_per_a": [[-0.11, -0.47, 0.59], [0.83, -0.85, -0.96], [-2.39, 0.54, -0.05], [-0.51, 1.16, -1.33], [0.23, 0.41, -0.57], [-1.23, 1.26, 2.05], [0.60, -1.02, -0.99], [-0.25, 0.46, -0.22], [0.81, 0.74, -0.97], [0.96, 0.28, 0.34], [0.20, -0.57, 1.68], [1.11, -1.14, 0.39], [-0.25, -0.80, 0.04]], "lowdin_spin": [0.828, 0.683, 0.105, 0.115, 0.019, 0.067, 0.051, 0.058, 0.001, 0.040, 0.017, 0.000, 0.016], "e_lumo_ev": [0.695, -2.411], "multiplicity": 3, "charge": 0, "orbital_gap_ev": [7.92, 7.40], "s_squared": 2.01, "relative_energy_ev": 3.1265}



No. 3
{"formula": "C3H7NOS2", "method": "wB97M-V/def2-TZVPD", "elements": ["N", "C", "C", "O", "C", "S", "S", "H", "H", "H", "H", "H", "H", "H"], "coordinates": [[0.7869, -1.4933, -0.1515], [0.3589, -0.0857, -0.4975], [1.6469, 0.5427, -0.9916], [2.3258, 1.2466, -0.3046], [-0.2893, 0.7271, 0.6228], [-1.9313, 1.3688, 0.1738], [-3.0053, -0.3531, -0.0489], [0.2077, -1.7869, 0.6318], [1.7385, -1.4624, 0.2118], [-0.3808, -0.2576, -1.2755], [1.9659, 0.2547, -2.0069], [0.3196, 1.6077, 0.8158], [-0.3755, 0.2467, 1.5931], [-3.3681, -0.5554, 1.2273]], "forces_ev_per_a": [[0.04, 0.84, 0.41], [0.00, -1.39, 0.47], [-0.54, -0.15, -0.53], [0.35, 0.39, 0.24], [-0.08, 0.45, -0.01], [0.16, 0.10, 0.14], [-0.05, -0.14, -0.14], [0.03, -0.20, -0.22], [-0.16, -0.11, 0.09], [0.12, 0.45, -0.37], [0.05, -0.07, -0.06], [0.02, 0.25, -0.01], [0.06, -0.46, -0.10], [0.00, 0.04, 0.08]], "nbo_charge": [-0.807, -0.187, 0.443, -0.512, -0.564, 0.108, -0.141, 0.364, 0.353, 0.216, 0.125, 0.255, 0.224, 0.123], "e_lumo_ev": 0.472, "charge": 0, "orbital_gap_ev": 9.86, "relative_energy_ev": 1.2984}



No. 4
{"formula": "C3H7NOS2", "method": "wB97M-V/def2-TZVPD", "elements": ["S", "S", "C", "C", "N", "C", "O", "H", "H", "H", "H", "H", "H", "H"], "coordinates": [[-1.1328, 0.7071, -3.0581], [-0.6007, 1.3256, -1.1501], [-0.5232, -0.2057, -0.1395], [0.5457, 0.0634, 0.8816], [0.5337, -0.7948, 2.0722], [1.5172, -1.5797, 2.5876], [1.5005, -2.0109, 3.7113], [0.0780, 0.7457, -3.6703], [-0.3502, -1.1082, -0.7381], [-1.5282, -0.2428, 0.2889], [1.5401, -0.0722, 0.4456], [0.4018, 1.0566, 1.3193], [-0.1617, -0.5689, 2.7704], [2.3135, -1.7040, 1.8396]], "forces_ev_per_a": [[0.26, 0.11, 0.27], [0.15, -0.18, -0.79], [-0.80, 0.08, -0.46], [0.73, -0.60, 1.44], [-0.97, -0.12, 0.25], [-0.17, 0.89, -0.84], [0.21, -0.40, 0.16], [-0.22, -0.05, 0.32], [0.04, 0.37, 0.06], [0.28, -0.42, 0.28], [-0.13, 0.51, -0.12], [0.38, 0.25, -0.64], [-0.13, -0.05, -0.07], [0.38, -0.40, 0.15]], "nbo_charge": [-0.127, 0.076, -0.530, -0.234, -0.618, 0.537, -0.595, 0.131, 0.237, 0.220, 0.212, 0.203, 0.391, 0.097], "e_lumo_ev": 0.320, "charge": 0, "orbital_gap_ev": 9.78, "relative_energy_ev": 0.7189}



No. 5
{"formula": "C3H7NOS2", "method": "wB97M-V/def2-TZVPD", "elements": ["C", "C", "C", "H", "H", "H", "H", "H", "H", "H", "N", "O", "S", "S"], "coordinates": [[0.2654, 1.4797, -2.9882], [0.2383, 1.7271, -0.6619], [-0.0737, -0.9782, 1.6496], [0.9002, 1.1087, -3.7894], [0.0802, 2.5649, -3.1474], [-0.6684, 0.9482, -3.0318], [-0.2217, 2.7526, -0.8210], [0.9232, 1.7608, 0.1560], [-0.0450, -1.3849, -0.3364], [-0.4063, -0.1741, 2.3488], [-0.3625, -0.7016, 0.3599], [0.9345, 1.2622, -1.7592], [-1.1871, 0.6921, -0.1641], [0.6821, -2.3254, 2.1752]], "forces_ev_per_a": [[0.35, 0.71, -0.24], [-1.14, 0.81, -0.28], [-0.13, 0.48, 0.54], [0.12, 0.03, 0.10], [0.08, -0.52, 0.09], [-0.57, -0.24, 0.07], [0.49, -0.91, 0.08], [0.43, 0.06, 0.60], [-0.26, 0.40, 0.41], [0.19, -0.60, -0.57], [0.14, -0.28, -0.36], [0.08, -0.01, -0.34], [0.32, -0.12, -0.01], [-0.10, 0.19, -0.10]], "nbo_charge": [-0.262, -0.206, -0.084, 0.201, 0.170, 0.180, 0.185, 0.211, 0.417, 0.199, -0.745, -0.523, 0.372, -0.116], "e_lumo_ev": 0.532, "charge": 0, "orbital_gap_ev": 9.14, "relative_energy_ev": 1.7592}



No. 6
{"formula": "C3H7NOSi", "method": "wB97M-V/def2-TZVPD", "elements": ["C", "C", "C", "N", "O", "Si", "H", "H", "H", "H", "H", "H", "H"], "coordinates": [[-0.7916, 0.1277, 1.8640], [-1.3064, -0.3363, -0.3283], [-0.5459, 0.6058, 0.5495], [-0.9035, -0.2475, 2.9301], [0.9092, 0.6507, 0.3738], [1.7815, -0.0930, -0.7692], [-0.9942, -1.3298, 0.1047], [-2.3208, -0.2233, -0.3593], [-1.0198, -0.2020, -1.3726], [-0.9628, 1.6928, 0.3977], [3.1918, 0.1915, -0.6604], [1.2237, 0.6371, -1.9745], [1.7388, -1.4737, -0.7556]], "forces_ev_per_a": [[0.38, 0.91, 0.84], [3.45, -1.83, -0.77], [0.37, 3.02, -1.34], [-0.37, -0.66, 1.36], [-2.04, 0.13, 1.44], [-0.15, 2.30, -1.60], [-0.74, 0.47, -1.24], [-2.72, 0.38, 0.70], [0.35, -0.32, 0.01], [0.98, -1.86, 0.52], [0.53, 0.44, 0.30], [0.46, -0.82, -0.10], [-0.51, -2.18, -0.14]], "nbo_charge": [0.247, -0.630, 0.016, -0.283, -0.878, 1.245, 0.224, 0.237, 0.229, 0.226, -0.194, -0.217, -0.221], "e_lumo_ev": 0.724, "charge": 0, "orbital_gap_ev": 11.75, "relative_energy_ev": 1.0682}



No. 7
{"formula": "C3H7NOSi", "method": "wB97M-V/def2-TZVPD", "elements": ["C", "C", "C", "N", "O", "Si", "H", "H", "H", "H", "H", "H", "H"], "coordinates": [[0.0383, -2.3452, -0.0994], [-1.6966, 0.9497, -0.0528], [-1.4362, -0.0653, 0.7487], [0.4090, -1.2077, -0.1483], [-0.4222, -3.3814, 0.1689], [1.8314, -0.2274, -0.2995], [-1.5254, 2.0514, 0.1996], [-2.1159, 0.9632, -1.0633], [-0.8444, 0.0256, 1.6550], [-1.7694, -1.1004, 0.6540], [1.4132, 0.9363, -0.9268], [2.9430, -0.7158, -1.0825], [2.3958, 0.1026, 0.9794]], "forces_ev_per_a": [[0.13, -0.58, 1.17], [-1.78, 9.56, -6.32], [1.42, -7.41, 6.77], [1.38, -0.04, -1.15], [-0.14, -0.23, -0.64], [0.05, -0.65, 0.28], [-0.52, -1.75, 0.35], [0.53, -0.82, 0.21], [0.21, 0.23, -0.36], [-0.90, 0.77, 0.01], [-0.66, 1.67, -0.81], [0.23, -0.74, -0.40], [0.05, 0.01, 0.87]], "lowdin_spin": [0.040, 0.855, 0.821, 0.064, 0.027, 0.009, 0.047, 0.053, 0.038, 0.039, 0.007, 0.000, 0.001], "e_lumo_ev": [0.666, -1.842], "multiplicity": 3, "charge": 0, "orbital_gap_ev": [5.79, 9.28], "s_squared": 2.01, "relative_energy_ev": 0.5308}



No. 8
{"formula": "C3H7NP", "method": "wB97M-V/def2-TZVPD", "elements": ["C", "C", "C", "N", "P", "H", "H", "H", "H", "H", "H", "H"], "coordinates": [[-0.6476, -0.5931, -0.3095], [-0.7375, 0.7820, 0.2950], [0.9372, -0.3962, -0.0790], [0.7474, 0.9284, 0.5374], [-1.8833, -1.5295, -0.9441], [-1.1899, 1.4284, -0.4555], [-1.2768, 0.9625, 1.1238], [1.4827, -1.2159, 0.4943], [1.4556, -0.2581, -0.9746], [1.2931, 1.6040, -0.0164], [1.0083, 1.1102, 1.5488], [-1.1894, -2.8225, -1.2200]], "forces_ev_per_a": [[6.91, 3.68, 3.67], [0.02, -0.38, -3.03], [-1.30, -3.71, 0.18], [0.30, 0.97, 1.04], [-3.30, -3.87, -2.72], [0.54, 0.80, -0.23], [-1.83, 0.37, 3.32], [-0.78, 1.29, -0.28], [1.01, 0.11, -1.54], [-0.73, 0.18, 0.27], [-0.40, -0.72, -1.35], [-0.43, 1.28, 0.68]], "lowdin_spin": [0.810, 0.108, 0.068, -0.001, 0.871, 0.033, 0.019, 0.021, 0.017, 0.001, 0.000, 0.054], "e_lumo_ev": [-3.818, -6.668], "multiplicity": 3, "charge": 1, "orbital_gap_ev": [7.02, 7.33], "s_squared": 2.01, "relative_energy_ev": 0.0000}



No. 9
{"formula": "C3H7NS", "method": "wB97M-V/def2-TZVPD", "elements": ["C", "C", "C", "N", "S", "H", "H", "H", "H", "H", "H", "H"], "coordinates": [[0.2000, -0.7800, 0.3268], [-0.7737, -1.3536, -0.6815], [0.5196, 1.5806, 0.4052], [0.5378, 0.5810, -0.6710], [-1.0341, 0.2203, -1.5477], [-0.2457, -0.5613, 1.3117], [1.1926, -1.4577, 0.4308], [-0.3141, -2.0627, -1.3704], [-1.7011, -1.7809, -0.2739], [0.6291, 2.4969, -0.0910], [-0.3469, 1.6564, 1.1674], [1.3366, 1.4610, 0.9937]], "forces_ev_per_a": [[2.94, -0.52, -2.40], [-0.80, -0.43, -0.30], [-3.30, 0.88, -1.13], [-1.39, -3.31, 3.89], [0.69, 0.45, 0.85], [0.34, 0.40, -0.62], [-2.28, 1.76, -0.02], [-0.02, -0.04, 0.18], [0.34, 0.09, -0.11], [-0.03, 1.84, -0.34], [0.71, -0.41, -1.56], [2.80, -0.71, 1.56]], "nbo_charge": [-0.241, -0.553, -0.429, -0.481, 0.303, 0.202, 0.208, 0.216, 0.221, 0.193, 0.165, 0.197], "e_lumo_ev": 0.732, "charge": 0, "orbital_gap_ev": 9.05, "relative_energy_ev": 2.6662}